{
  "formula": "C5H8O",
  "method": "the ωB97M-V functional and the def2-TZVPD basis",
  "symbols": ["O", "C", "C", "C", "C", "C", "H", "H", "H", "H", "H", "H", "H", "H"],
  "positions_angstrom": [[-0.4437, 2.2970, 0.9068], [-0.2708, 1.2714, 0.2949], [-1.3081, 0.1637, 0.0853], [-0.4629, -1.0886, -0.2325], [0.9612, -0.6981, 0.2099], [1.0437, 0.7553, -0.2671], [-1.9270, 0.0673, 0.9841], [-1.9707, 0.4551, -0.7377], [-0.8397, -1.9908, 0.2546], [-0.4516, -1.2837, -1.3124], [1.7442, -1.3496, -0.1845], [1.0363, -0.7164, 1.3053], [1.9034, 1.3418, 0.0596], [0.9856, 0.7757, -1.3663]],
  "forces_ev_per_a": [[0.02, -0.30, -0.34], [-0.07, 0.20, 0.10], [-0.03, 0.05, 0.01], [-0.02, -0.07, -0.02], [0.04, -0.09, -0.02], [0.05, 0.11, 0.07], [0.15, 0.01, -0.14], [0.06, -0.04, 0.14], [0.06, 0.12, -0.01], [-0.04, 0.04, 0.18], [-0.13, 0.08, -0.05], [0.00, -0.05, -0.14], [-0.13, -0.09, 0.04], [0.05, 0.04, 0.18]],
  "e_homo_ev": -9.40,
  "molar_mass_g_mol": 84.1,
  "spin_multiplicity": 1,
  "energy_ha": -270.55394,
  "largest_force_ev_per_a": 0.453,
  "orbital_gap_ev": 10.4,
  "smiles": "O=C1CCCC1",
  "e_above_lowest_ev": 0.108
}